Record 1
The following is a quantum chemistry calculation of C33H34CsF5N5O5P as an isolated structure in a non-equilibrium geometry, from the OMol25 dataset.

Total charge   -2
Spin multiplicity   1
HOMO-LUMO gap   5.497 eV
HOMO   -1.63 eV
Molecular weight   839.534 Da

Each line ends with the Löwdin charge.
Atoms and positions in Å:
Cs1 -0.90652 0.44428 1.05079  1.051
O1 0.04340 0.97131 -2.39387  -0.231
C1 -0.71718 1.30769 -3.47904  -0.258
C2 -0.45129 0.77316 -4.73816  -0.027
C3 -1.23483 1.12244 -5.82695  -0.100
C4 -2.28535 2.01362 -5.66918  -0.111
C5 -2.52500 2.55603 -4.41865  -0.053
C6 -1.75046 2.23969 -3.29836  -0.124
C7 -2.11263 2.93013 -2.04890  -0.122
N1 -1.40937 2.99935 -0.98430  0.002
N2 -1.97849 3.84786 -0.05117  0.021
C8 -1.46048 3.71773 1.16055  -0.550
O2 -0.62751 2.88501 1.58794  -0.380
C9 -1.99454 4.73642 2.14898  -0.132
C10 -1.40724 4.80979 3.40746  -0.029
C11 -1.84039 5.74040 4.34218  -0.099
C12 -2.87639 6.60837 4.02787  -0.124
C13 -3.47086 6.53836 2.77361  -0.108
C14 -3.03204 5.61175 1.84021  -0.042
H1 0.35246 0.06115 -4.83728  0.100
H2 -1.02299 0.68732 -6.79652  0.093
H3 -2.91152 2.28675 -6.50909  0.089
H4 -3.34118 3.25641 -4.28318  0.104
H5 -3.05454 3.48660 -2.08895  0.107
H6 -0.60045 4.12398 3.62881  0.097
H7 -1.36911 5.78189 5.31724  0.092
H8 -3.22003 7.33574 4.75496  0.085
H9 -4.28645 7.20719 2.52302  0.088
H10 -3.48405 5.54509 0.86063  0.097
C15 5.15931 -3.73046 -0.00298  -0.132
C16 5.01645 -4.06361 1.40025  -0.132
C17 4.17273 -3.32886 2.16636  -0.068
C18 3.37812 -2.27255 1.62038  -0.276
C19 3.28661 -2.08378 0.13252  -0.276
C20 4.40187 -2.79025 -0.58611  -0.061
N3 2.66595 -1.42522 2.35380  0.060
N4 2.70494 -1.55001 3.65157  -0.001
C21 1.94012 -0.62193 4.33564  -0.358
C22 1.97695 -0.72891 5.74589  -0.056
C23 1.26462 0.15279 6.51743  -0.118
C24 0.49316 1.13578 5.89197  -0.106
C25 0.48725 1.14339 4.50959  -0.178
N5 1.17460 0.30160 3.73843  0.079
H11 5.90792 -4.25259 -0.59267  0.085
H12 5.62144 -4.85267 1.83021  0.072
H13 4.08051 -3.50579 3.22958  0.089
H14 3.29744 -1.00899 -0.09202  0.126
H15 4.52644 -2.56847 -1.64222  0.085
H16 2.58394 -1.51464 6.17649  0.090
H17 1.29557 0.07614 7.59940  0.089
H18 -0.09574 1.85188 6.44895  0.083
H19 -0.10809 1.87777 3.97282  0.071
C26 0.85495 -4.11031 0.97078  -0.056
C27 1.59367 -3.80973 -0.32688  -0.257
O3 2.01313 -2.46853 -0.46251  -0.207
P1 0.67296 -0.43858 -1.79422  0.847
O4 1.35892 -1.08485 -3.14997  -0.336
C28 2.68518 -0.65064 -3.42398  -0.323
C29 3.28325 -1.59060 -4.44591  -0.078
O5 -0.58869 -1.41588 -1.67846  -0.352
C30 -1.59291 -1.80918 -2.63340  -0.236
C31 -1.13245 -2.97773 -3.47710  -0.067
H20 0.34561 -5.07385 0.88170  0.070
H21 0.10528 -3.34343 1.16354  0.080
H22 1.52343 -4.15514 1.82853  0.060
H23 0.91339 -3.97144 -1.16766  0.100
H24 2.44115 -4.49660 -0.45567  0.112
H25 3.26697 -0.65538 -2.49789  0.094
H26 2.66319 0.37879 -3.80138  0.115
H27 3.32900 -2.60552 -4.05077  0.074
H28 4.29358 -1.27297 -4.71124  0.072
H29 2.67479 -1.60093 -5.35156  0.070
H30 -1.86911 -0.94936 -3.24384  0.107
H31 -2.45670 -2.07637 -2.02721  0.109
H32 -0.27766 -2.71479 -4.09691  0.062
H33 -1.95462 -3.29480 -4.12354  0.075
H34 -0.85393 -3.81677 -2.83949  0.070
F1 -3.94717 -2.62626 1.23649  -0.110
C32 -4.02836 -1.20435 1.35344  -0.311
F2 -4.91481 -1.04578 2.45794  -0.104
C33 -4.94071 -0.85042 0.18316  -0.618
F3 -4.31896 -1.07037 -1.00649  0.073
F4 -6.12729 -1.52331 0.08900  0.073
F5 -5.27216 0.45892 0.19560  0.093

***

Record 2
The following is a quantum chemistry calculation of an isolated ion of composition C33H34N3O3 and charge +1 in a non-equilibrium geometry, from the OMol25 dataset.

Total charge   +1
Spin multiplicity   1
HOMO-LUMO gap   8.739 eV
HOMO   -10.80 eV
Molecular weight   520.653 Da

Each line ends with the Löwdin charge.
Atoms and positions in Å:
C1 -4.73925 -1.18373 4.38417  -0.052
O1 -4.08218 -2.00147 3.39466  -0.080
C2 -3.03850 -1.46320 2.70813  -0.261
C3 -2.60223 -0.13018 2.86525  0.009
C4 -1.48504 0.30254 2.14081  -0.068
C5 -0.78815 -0.59665 1.34909  -0.213
C6 0.48936 -0.22830 0.61187  -0.098
C7 1.55331 0.44203 1.43459  -0.119
C8 1.41490 1.11787 2.64835  0.035
N1 2.66931 1.45560 3.13091  -0.091
C9 2.94438 2.02966 4.44275  -0.004
C10 3.64230 0.97853 2.26589  -0.165
C11 5.02055 0.92031 2.48958  0.003
C12 5.77586 0.15142 1.59457  -0.070
C13 5.14332 -0.58182 0.58158  -0.071
C14 3.75281 -0.55770 0.40614  -0.020
C15 2.98004 0.26473 1.23439  -0.147
N2 0.08950 0.36218 -0.79164  0.107
C16 -1.05285 1.08170 -1.50021  -0.099
C17 -2.46005 1.07688 -0.92255  -0.065
C18 -3.46230 0.07571 -1.46594  -0.206
C19 -4.59555 -0.17396 -0.68255  -0.043
C20 -5.60424 -1.04421 -1.12519  -0.059
C21 -5.47740 -1.66311 -2.37943  -0.084
C22 -4.37291 -1.39802 -3.17154  -0.081
C23 -3.36654 -0.51884 -2.74248  -0.034
C24 -0.50928 2.45719 -1.72560  -0.357
O2 -1.10273 3.50649 -1.96769  0.108
N3 0.86943 2.34147 -1.63577  -0.019
C25 1.80100 3.39659 -2.00730  0.008
C26 1.31088 1.01054 -1.32222  -0.196
C27 1.76767 0.20753 -2.45083  -0.221
C28 2.15281 0.50739 -3.72173  0.020
C29 2.48884 -0.73210 -4.33991  0.007
C30 2.26663 -1.71717 -3.42353  -0.310
C31 2.50640 -3.14209 -3.41155  -0.008
O3 1.78326 -1.15071 -2.26948  0.039
C32 -1.24608 -1.89212 1.15281  -0.019
C33 -2.37648 -2.32404 1.81538  0.025
H1 -5.48517 -1.85064 4.80584  0.096
H2 -4.03725 -0.84670 5.16236  0.100
H3 -5.21307 -0.31470 3.90873  0.096
H4 -3.11242 0.54927 3.54349  0.110
H5 -1.18822 1.35961 2.20330  0.125
H6 0.98749 -1.22488 0.29142  0.175
H7 0.53335 1.39840 3.22931  0.126
H8 3.94022 2.48077 4.42147  0.085
H9 2.18581 2.78561 4.67599  0.097
H10 2.92248 1.25610 5.22982  0.107
H11 5.44469 1.43048 3.35619  0.108
H12 6.85639 0.09498 1.71330  0.109
H13 5.75139 -1.19544 -0.09075  0.109
H14 3.27859 -1.17019 -0.34378  0.095
H15 0.01768 -0.56223 -1.25527  0.170
H16 -1.07316 0.60830 -2.49220  0.156
H17 -2.37327 0.97722 0.16967  0.097
H18 -2.86738 2.08718 -1.12326  0.144
H19 -4.68655 0.33723 0.28938  0.119
H20 -6.46850 -1.21434 -0.49593  0.104
H21 -6.25786 -2.33781 -2.72475  0.108
H22 -4.26672 -1.86209 -4.16034  0.112
H23 -2.53301 -0.28313 -3.39959  0.100
H24 1.27228 4.16477 -2.58940  0.106
H25 2.21717 3.86389 -1.09962  0.104
H26 2.63453 2.98589 -2.60628  0.091
H27 2.11494 1.10680 -0.59043  0.143
H28 2.20669 1.51680 -4.15561  0.127
H29 2.85795 -0.84523 -5.35913  0.128
H30 2.77812 -3.44528 -4.42752  0.101
H31 3.34256 -3.40909 -2.75354  0.099
H32 1.63493 -3.72535 -3.10098  0.096
H33 -0.72512 -2.56512 0.48223  0.123
H34 -2.75033 -3.33803 1.69214  0.131

***

Record 3
The following is a quantum chemistry calculation of C33H34N5O4RuS4 as an isolated structure, from the OMol25 dataset.

Total charge   0
Spin multiplicity   2
HOMO-LUMO gap (spin up / spin down)   5.737 / 6.140 eV
HOMO (spin up / spin down)   -6.45 / -6.77 eV
Expectation value of S²   0.8022
Molecular weight   794.004 Da

Each line ends with the Löwdin charge.
Atoms and positions in Å:
Ru1 0.12088 1.61389 -0.84400  0.975
S1 -2.55185 5.24794 0.11492  0.518
C1 -1.52722 4.02302 -0.21366  -1.732
S2 -0.67903 2.99323 0.87901  0.676
S3 -0.98350 3.40572 -1.74129  0.618
C2 -3.59553 -3.15555 4.43883  -0.064
O1 -2.61593 -2.56236 3.60287  -0.084
C3 -1.33769 -3.01703 3.71463  -0.217
C4 -0.92279 -3.99745 4.59665  -0.019
C5 0.41274 -4.39480 4.61034  -0.086
C6 1.31240 -3.82895 3.73025  -0.086
C7 0.89249 -2.85356 2.82948  -0.023
C8 -0.42487 -2.42041 2.82688  -0.148
N1 -0.96172 -1.45486 1.95932  0.168
C9 -0.32693 -0.40502 1.35393  -0.325
N2 0.80835 0.00402 1.94337  0.167
C10 1.73549 1.00704 1.58514  -0.181
C11 1.59864 1.87214 0.50774  -0.317
C12 2.58463 2.85490 0.34047  -0.123
C13 3.67200 2.93946 1.18485  -0.076
C14 3.81847 2.04115 2.24229  -0.020
C15 2.84870 1.08652 2.43795  -0.239
O2 2.91050 0.14330 3.44319  -0.118
C16 3.16675 0.66177 4.74727  -0.057
N3 -0.81889 0.14252 0.26290  -0.015
C17 -2.12605 -0.24117 -0.14844  -0.155
C18 -2.31227 -0.87119 -1.49429  -0.239
C19 -3.71963 -1.28999 -1.74751  -0.068
C20 -4.73977 -0.93583 -0.94001  -0.082
C21 -4.51907 -0.20894 0.25938  0.005
C22 -3.20713 0.08642 0.64992  -0.254
O3 -2.90939 0.66295 1.84664  -0.117
C23 -3.96443 1.19740 2.62621  -0.060
H1 -4.53609 -2.67086 4.19572  0.093
H2 -3.36141 -2.98980 5.49264  0.098
H3 -3.67698 -4.22752 4.24639  0.099
H4 -1.62660 -4.45322 5.27826  0.104
H5 0.73358 -5.15659 5.30860  0.104
H6 2.34696 -4.14541 3.72339  0.105
H7 1.59792 -2.44431 2.11911  0.121
H8 -1.95560 -1.50822 1.80575  0.130
H9 1.05859 -0.47414 2.79577  0.124
H10 2.47736 3.56674 -0.46541  0.096
H11 4.41843 3.70903 1.03086  0.104
H12 4.67494 2.08786 2.90172  0.111
H13 4.16225 1.10178 4.80927  0.080
H14 3.10630 -0.17871 5.43388  0.091
H15 2.42092 1.41365 5.01398  0.103
H16 -1.63512 -1.73212 -1.59378  0.159
H17 -3.90929 -1.84576 -2.65625  0.088
H18 -5.75500 -1.21456 -1.19567  0.106
H19 -5.35598 0.08996 0.87050  0.098
H20 -3.49636 1.60447 3.51806  0.097
H21 -4.68329 0.42661 2.91462  0.086
H22 -4.47633 1.99853 2.08801  0.104
S4 -2.06673 -0.50382 -4.31546  1.004
C24 -1.83975 0.13431 -2.60793  -0.558
N4 -0.44092 0.46022 -2.48626  -0.174
C25 0.32952 -0.33723 -3.30796  -0.354
C26 1.69365 -0.61271 -3.18213  -0.054
C27 2.33891 -1.38442 -4.14625  -0.110
C28 1.64768 -1.92242 -5.22104  -0.118
C29 0.27212 -1.70468 -5.32562  -0.109
C30 -0.36489 -0.93034 -4.37972  -0.486
H23 -2.45157 1.03270 -2.51631  0.083
H24 2.25198 -0.22405 -2.33985  0.101
H25 3.39838 -1.58494 -4.03411  0.097
H26 2.15949 -2.53182 -5.95422  0.093
H27 -0.29164 -2.14535 -6.13931  0.103
C31 3.72011 2.41862 -3.91828  -0.009
N5 2.32633 2.47855 -4.33901  -0.143
C32 1.95834 2.45055 -5.75551  -0.011
C33 1.37050 2.39331 -3.43386  -0.347
O4 1.61800 2.26453 -2.21882  -0.193
H28 4.34376 2.75108 -4.74354  0.088
H29 3.99502 1.39922 -3.64223  0.092
H30 3.87631 3.06621 -3.05861  0.093
H31 2.86882 2.47706 -6.34668  0.087
H32 1.34925 3.31467 -6.01788  0.096
H33 1.42185 1.53173 -5.99427  0.092
H34 0.34795 2.40537 -3.81576  0.115

***

molecular weight of number 2 (C33H34N3O3)? 520.653 Da

***

Which value of molecular weight does entry 3 give? 794.004 Da